[1]
Computed, not measured: a 2-piece molecular cluster, C21H37ClFN4O overall, with wB97M-V/def2-TZVPD.

Geometry as XYZ:
```
65
C21H37ClFN4O, DFT wB97M-V/def2-TZVPD
Cl 2.2797 2.9376 -5.3762
F 5.0814 -1.5085 -2.0071
O -2.8815 0.2168 0.4845
N 1.9914 -1.3387 -0.3979
N 3.4287 3.6723 1.6761
N -7.6152 -2.4630 5.0078
N 1.7374 -0.8415 0.8433
C 1.8918 2.4008 -3.6456
C 3.1514 -3.6947 -0.1979
C -1.4716 0.2963 0.9031
C -2.9830 -0.5339 -0.8077
C 2.5895 3.3958 0.4484
C 4.0885 -2.0255 -3.0054
C 3.2439 2.1230 -2.7087
C 2.4339 -0.4191 -1.4854
C 1.7867 -2.8600 -0.5706
C -7.3907 -2.6180 2.3921
C 2.6633 -1.1503 -2.9736
C 1.9165 0.6054 1.0467
C -1.2212 0.9749 2.3746
C 2.4235 1.8072 0.0647
C -5.2168 -1.3002 2.2938
C 0.1098 1.9467 2.4637
C 2.7351 1.1818 -1.4603
C -5.9303 -2.5986 1.9410
C 1.5232 1.1242 2.5918
C -7.5215 -2.5385 3.8527
C 0.8209 3.4367 -2.9625
H -0.2645 2.9551 -2.8406
H 0.9867 -3.1570 0.2645
H -1.0575 -0.8011 0.9510
H -7.8583 -3.5450 2.0417
H -4.0198 -1.1120 -0.7537
H 1.3438 1.3442 -3.7116
H -2.9412 0.1856 -1.7499
H -0.0102 2.6295 3.4109
H 4.5844 -1.8560 -4.0700
H -5.8964 -2.7336 0.8534
H 1.2934 -3.1444 -1.5920
H 1.1230 3.8280 -1.8977
H 4.0155 -2.8829 -0.0674
H -5.7197 -0.4414 1.8377
H -7.9352 -1.7891 1.9252
H 3.0028 -4.1525 0.8922
H -4.1853 -1.3245 1.9295
H 3.8914 -3.1922 -2.8908
H 1.7322 -1.8340 -3.2750
H 1.2971 0.1882 3.2971
H 3.9079 4.5965 1.6019
H 3.7854 3.1102 -2.3900
H -1.1964 0.1314 3.1983
H 3.1550 3.9142 -0.4645
H -2.1108 -1.3082 -0.9509
H 3.9731 1.4732 -3.3925
H 2.7682 -0.3712 -3.8490
H 2.3957 1.7089 3.1080
H 0.6712 4.3807 -3.6593
H 4.0813 2.8931 1.9120
H -5.3863 -3.4419 2.3844
H 1.5330 3.9470 0.4952
H -0.8146 0.9043 0.1324
H -5.1824 -1.1428 3.3763
H 0.1010 2.6479 1.5253
H -2.1492 1.6589 2.6400
H 3.4208 -4.4955 -1.0076
```

Results
Total energy: -1675.99123 Ha
Kohn-Sham gap: 7.526 eV
Spin multiplicity: 1
Charge: +1
HOMO level: -12.41 eV
Molar mass: 416.01 g mol⁻¹
F_max: 5.41 eV/A



[2]
Computed, not measured: C41H40N5O2P2S2Ti as an isolated structure, with wB97M-V/def2-TZVPD.

Geometry as XYZ:
```
93
C41H40N5O2P2S2Ti, DFT wB97M-V/def2-TZVPD
Ti -2.7244 -0.7904 -1.7874
S -0.1689 -1.0876 -5.9562
S -1.5769 -5.2881 -1.3241
P 1.4915 2.0330 2.4022
P 1.8304 -0.3342 0.4540
O -0.5943 2.8652 -1.9778
O -2.8535 -0.7874 0.2446
N -1.7224 -1.0233 -3.7930
N -2.0047 0.9978 -1.4899
N -2.1294 -2.7267 -1.6928
N -4.6408 -0.9295 -1.6462
N 2.4084 1.1576 1.1982
C -0.8624 -2.2117 -3.7208
C 2.3704 2.0117 5.0415
C 5.2443 -2.2912 1.5864
C 2.5592 5.8972 1.7480
C -5.2999 0.4247 -3.5824
C 4.3237 -1.4758 0.9186
C 3.1233 0.2058 -4.0059
C -4.5865 -0.6386 -2.9983
C 2.5586 -2.2645 2.3269
C -3.5770 -3.7715 0.0917
C 2.3355 1.1449 -1.8600
C -2.0147 0.9578 -5.2826
C -4.9268 -0.0382 1.4446
C 3.5213 -2.9078 3.1341
C 3.7685 3.6117 2.7946
C -1.3401 1.9909 -1.7230
C 2.4970 -0.1189 -1.2424
C 1.8641 1.2979 3.9785
C 2.7223 1.4159 6.2671
C 1.6433 -0.1232 4.2878
C 2.4164 3.5398 2.3972
C 2.6527 0.0917 6.4436
C -3.5243 0.3093 0.9483
C 3.2325 -1.0425 -3.3754
C -1.3961 -0.3490 -4.9194
C 2.9808 -1.4427 1.3050
C -5.6526 -0.3115 -0.9449
C 1.8108 4.7194 1.9215
C -5.8487 -0.7830 0.5503
C -6.2755 1.0240 -2.8000
C -1.1664 -3.0905 -2.6432
C 0.0071 -2.4133 -4.7810
C -6.5442 0.5693 -1.5024
C -2.4422 -3.8166 -0.8887
C 4.5164 4.7691 2.6544
C 2.1991 -0.7222 5.4134
C 2.6786 1.2768 -3.2414
C 3.0017 -1.1850 -1.9905
C 3.8878 5.9065 2.1754
C 4.8625 -2.9269 2.7800
C -0.6980 -4.4365 -2.5068
H -3.2719 -3.1550 0.9248
H 3.0156 2.1028 7.1403
H 3.2948 0.4086 -5.0720
H 4.4318 6.7743 2.0104
H -4.8627 -0.6063 2.4054
H -6.8660 -0.5696 0.8000
H 5.5956 4.8062 2.9557
H -4.4081 -3.1921 -0.3246
H -5.6431 -1.8650 0.5784
H 2.2547 -1.7798 5.5013
H 0.6816 -3.2418 -5.0015
H 5.5261 -3.4584 3.4471
H 3.2383 -2.1437 -1.5212
H -6.9683 1.7233 -3.2426
H 2.9001 -0.2660 7.4323
H 4.5708 -0.8319 0.0812
H 0.7111 4.7219 1.7837
H 0.1861 -4.7711 -3.0602
H 4.1944 2.7055 3.1992
H -1.1779 1.5071 -5.7590
H -2.0884 -1.0357 0.8299
H -4.0102 -1.2942 -3.6497
H 1.1412 -0.7031 3.5162
H 1.9997 6.7439 1.3858
H -5.0665 0.6945 -4.6189
H -2.7623 0.8324 -6.1041
H -3.4826 1.0938 0.1459
H -5.4094 0.9362 1.7999
H 1.4750 -2.4301 2.5962
H 3.5761 -1.9646 -3.9034
H 1.8020 1.9338 -1.3424
H -2.8570 0.5841 1.7868
H 2.4563 3.1127 4.9575
H -7.3446 0.9799 -0.8700
H -3.7835 -4.7852 0.4146
H 2.7388 2.2758 -3.7065
H 6.2551 -2.3629 1.2664
H -2.4467 1.4431 -4.4274
H 3.2348 1.5707 0.7428
H 3.2316 -3.3841 4.0700
```

Results
Total energy: -4338.96949 Ha
Kohn-Sham gap (alpha / beta): 5.849 / 6.616 eV
Spin multiplicity: 3
Charge: +1
HOMO level (alpha / beta): -8.79 / -9.56 eV
Molar mass: 808.75 g mol⁻¹
F_max: 4.48 eV/A



[3]
Computed, not measured: an isolated ion of composition C14H20FN2O3S and charge +1, with wB97M-V/def2-TZVPD.

Geometry as XYZ:
```
41
C14H20FN2O3S, DFT wB97M-V/def2-TZVPD
S 2.6666 -0.8442 2.4187
F 1.1724 -0.6222 2.8097
O -2.3403 -0.8328 2.4363
O 3.3225 0.3966 2.5966
O 3.1184 -2.0429 3.0024
N 1.7340 0.1914 0.2049
N -1.0246 1.5068 0.6586
C 1.6937 1.9034 -1.4951
C 2.1723 0.6326 -0.9209
C -0.4602 2.5438 -0.2041
C -3.3877 -1.7910 -1.4838
C -2.4790 1.2759 0.5531
C -3.1330 -0.4676 -1.1329
C 3.1452 -0.3560 -1.4546
C 2.3759 -1.0610 0.6535
C -2.6674 -1.1703 1.1266
C -2.7705 -0.1498 0.1727
C 0.1595 1.9676 -1.5098
C -3.2931 -2.7946 -0.5184
C -2.9301 -2.4901 0.7875
C 3.6693 -1.0232 -0.1569
H -1.2048 3.2761 -0.4998
H 4.4417 -0.4243 0.3067
H -3.2218 0.3187 -1.8670
H 2.5173 -1.1181 -1.9283
H 1.7829 -1.9470 0.4518
H 2.1478 2.0427 -2.4687
H -0.2786 0.9926 -1.6934
H -1.3884 -0.9021 2.5351
H 0.2975 3.0752 0.3702
H -0.1232 2.6328 -2.3181
H -2.9208 1.9387 -0.1841
H -3.6725 -2.0544 -2.4888
H -2.8541 -3.2613 1.5353
H -3.5128 -3.8164 -0.7825
H 2.0541 2.7044 -0.8498
H -0.7546 1.6419 1.6209
H 1.0170 0.6673 0.7436
H 3.8689 -0.0104 -2.1758
H -2.9468 1.5036 1.5048
H 4.0075 -2.0322 -0.3562
```

Results
Total energy: -1378.49639 Ha
Kohn-Sham gap: 7.411 eV
Spin multiplicity: 1
Charge: +1
SMILES: O=S(=O)(F)[C@@H]1CCC(CCCNCc2ccccc2O)=[NH+]1
HOMO level: -11.63 eV
Molar mass: 315.39 g mol⁻¹
F_max: 1.20 eV/A



[4]
Computed, not measured: C21H57N6NiSSbSi3 as an isolated structure, with wB97M-V/def2-TZVPD.

Geometry as XYZ:
```
90
C21H57N6NiSSbSi3, DFT wB97M-V/def2-TZVPD
Sb -1.0679 -1.8931 -1.8789
Ni -0.0386 0.2496 0.1310
S 1.6997 0.5008 -1.6190
Si 0.3074 -4.0370 -1.7457
Si -1.1028 -1.2320 -4.3659
Si -3.4767 -2.6502 -1.4122
N -1.2176 1.5479 -1.0767
N -1.3824 -0.7673 1.3982
N 1.4506 -0.3346 1.4917
N 4.2583 0.0254 -1.3130
N -0.5814 1.8993 1.5740
N 3.5627 1.8888 -0.2026
C -2.2765 0.2050 -4.5639
C 2.3164 -0.2699 4.8192
C -3.9782 -4.1024 -2.4577
C 3.2629 0.8434 -0.9749
C -2.1644 0.1358 2.2600
C 3.6599 -1.9758 3.5229
C 0.6087 -0.7065 -4.8642
C -4.6035 -1.1956 -1.7221
C -1.4019 2.9255 0.8933
C 2.0554 -3.5097 -2.1238
C 2.1618 -0.4223 2.3882
C 3.0978 -0.5470 3.5280
C -1.2428 1.2503 2.7237
C 2.6501 2.9447 0.1918
C -0.2664 -5.3770 -2.8925
C 0.1717 -4.5748 0.0356
C -1.6465 -2.6690 -5.4094
C -3.6235 -3.1309 0.3974
C 5.6656 0.2483 -1.0231
C 4.2212 0.4797 3.3394
C -2.1651 2.3447 -0.2865
H -5.0470 -4.2980 -2.3365
H 5.8764 0.1601 0.0453
H -4.2756 -0.2985 -1.1884
H -2.3988 0.4074 -5.6318
H -0.7228 3.6998 0.5299
H 0.6176 -0.5337 -5.9444
H -5.6145 -1.4317 -1.3794
H 4.3945 -2.0590 4.3235
H -4.4745 -3.8103 0.4964
H -3.4438 -5.0054 -2.1576
H -2.5963 -0.3767 3.1215
H -2.6235 3.1487 -0.8648
H -1.6758 1.0574 -1.8392
H 4.1520 -2.2073 2.5783
H -2.7495 -3.6581 0.7843
H -1.7948 1.9740 3.3293
H -3.8390 -2.2766 1.0452
H 1.4839 -0.9634 4.9399
H -2.9958 0.5291 1.6783
H -0.8494 -4.8733 0.2801
H 5.9905 1.2273 -1.3812
H 2.9904 -0.4034 5.6652
H 2.3222 2.8110 1.2249
H 0.9179 0.2150 -4.3723
H -3.7874 -3.9313 -3.5165
H -1.7425 -2.3467 -6.4500
H -2.6089 -3.0729 -5.0970
H 2.1479 -3.1402 -3.1467
H 0.3735 -6.2568 -2.7813
H 1.9390 0.7532 4.8485
H -1.9813 -1.4025 0.8826
H 2.8761 -2.7119 3.6990
H -0.7880 -1.3543 1.9772
H 0.8192 -5.4333 0.2321
H 2.7451 -4.3489 -2.0024
H 3.9930 -0.7523 -1.8950
H -1.2909 -5.6822 -2.6778
H 0.2607 2.3466 1.9120
H -2.0911 3.4060 1.5924
H 0.4693 -3.7669 0.7096
H 1.7912 2.9319 -0.4734
H 4.8981 0.4120 4.1905
H 3.1509 3.9068 0.1049
H -3.2667 0.0049 -4.1553
H -0.4584 0.8270 3.3552
H -0.9114 -3.4739 -5.3824
H 6.2468 -0.5057 -1.5446
H -1.8906 1.1239 -4.1147
H -2.9691 1.6871 0.0392
H 2.3513 -2.7077 -1.4422
H -4.6681 -0.9550 -2.7836
H -0.5305 2.1587 -1.5144
H 1.3528 -1.4726 -4.6414
H -0.2183 -5.0622 -3.9346
H 4.5196 1.9860 0.1008
H 3.8337 1.4985 3.2955
H 4.7934 0.2749 2.4336
```

Results
Total energy: -4177.81746 Ha
Kohn-Sham gap (alpha / beta): 8.118 / 7.606 eV
Spin multiplicity: 3
Charge: +2
HOMO level (alpha / beta): -12.49 / -12.69 eV
Molar mass: 690.51 g mol⁻¹
F_max: 0.49 eV/A



[5]
Computed, not measured: C31H71MnN10O13 as an isolated structure, with wB97M-V/def2-TZVPD.

Geometry as XYZ:
```
126
C31H71MnN10O13, DFT wB97M-V/def2-TZVPD
Mn -2.2369 -1.2647 0.7320
O 2.3632 -1.6213 -3.4654
O -1.4534 -3.2501 0.3885
O -0.0904 -0.7161 1.0780
O -2.9812 -1.6986 -1.1969
O -4.3646 3.3298 -3.9933
O -2.2549 -1.0307 2.8153
O -0.2956 5.6909 -1.5465
O -3.8995 0.1729 0.7045
O 0.7858 1.3299 0.4381
O -1.2404 0.5526 -0.0819
O 5.1892 2.1761 -1.6522
O 5.1179 -2.8136 0.5204
O 2.0493 1.3022 3.1963
N 0.4004 3.5409 -1.4034
N 0.0871 -4.6316 -0.6137
N 4.1738 -2.2224 -2.2638
N 3.6386 -2.9060 2.1995
N -2.1561 -1.8374 -3.2502
N -1.5450 -1.5322 4.7789
N -2.7613 1.6942 -4.3351
N 4.7963 4.1357 -0.6292
N 0.8207 2.3521 4.7882
N -5.9829 0.9289 0.7626
C 4.9959 5.0730 -1.6988
C 3.0962 -1.4943 -2.4752
C 5.1205 -4.8237 1.7857
C 1.9366 1.7247 4.3522
C -0.4205 4.5400 -1.0816
C -6.4407 0.3658 1.9898
C -4.7933 0.8203 0.2215
C -3.1736 -1.8467 -2.3985
C -1.7698 2.2823 -3.4452
C 4.6521 -3.4211 1.4935
C 4.7036 2.1541 0.6906
C -0.1593 0.3539 0.4501
C -0.3821 2.7255 4.0732
C -1.4042 4.2388 0.0345
C -0.4389 -2.3694 4.2938
C -4.8552 1.6491 -5.5847
C 1.2422 -3.6785 -0.5727
C -3.9644 2.2599 -4.5702
C 2.9548 -0.3109 -1.5209
C -2.3869 -0.9585 4.0063
C -2.1366 -5.3942 -0.2346
C -3.6999 -0.3994 4.5388
C -1.1090 -4.3355 -0.1453
C 4.8970 2.8254 -0.6342
C -4.5568 -1.9807 -2.9017
C 4.6922 -3.2733 -3.1165
C 1.4852 3.6207 -2.3243
C -4.7259 1.6231 -1.0189
C 3.0314 1.5465 5.4449
C -0.7233 -1.6484 -2.9812
C 3.1434 -1.5602 1.9978
H -5.3979 2.4800 -0.9710
H 0.4630 2.7381 -0.7938
H -0.1898 3.0766 3.0594
H -1.6272 -1.3137 5.7616
H 4.8836 -4.2141 -2.6003
H -4.6883 -3.0582 -2.8026
H 0.9243 -2.6397 -0.6619
H 1.4088 1.0509 1.1131
H 5.3579 5.9972 -1.2484
H -0.2690 -2.6357 -3.0643
H 0.3651 -1.6857 4.0212
H -0.4901 -1.2813 -1.9817
H -3.6777 1.9207 -1.0480
H -0.2200 -1.0473 -3.7385
H 3.1552 0.6448 -2.0053
H -5.3181 0.6634 -5.5369
H 4.1307 2.7698 1.3840
H 4.1664 1.2092 0.6088
H -2.5875 0.7680 -4.6986
H 2.4210 -1.3495 1.2092
H 5.6494 1.9119 1.1753
H 1.7694 4.5849 -2.7457
H 2.8095 -1.0817 2.9185
H -5.3264 -1.4425 -2.3484
H 2.1171 -3.9513 -1.1629
H 5.9018 4.7427 -2.2070
H -5.6763 2.3588 -5.6861
H -1.0451 3.8556 0.9897
H 5.1649 -5.4221 0.8757
H -6.2332 0.9712 2.8721
H -5.0349 1.0820 -1.9132
H 1.9137 -0.3503 -1.2006
H -2.4276 -1.8259 -4.2230
H 4.1206 5.1577 -2.3429
H 2.3131 3.1094 -1.8331
H 2.8409 2.2589 6.2476
H -4.3047 1.5905 -6.5236
H 3.9555 -0.8662 1.7813
H 0.8649 2.7005 5.7352
H -2.0828 3.5269 -0.4353
H -0.9283 3.4670 4.6563
H -6.6485 1.4978 0.2591
H -2.0621 5.0915 0.2024
H 4.5167 -5.3250 2.5422
H 0.2453 -5.5681 -0.9573
H 2.8686 0.5813 5.9244
H -0.7768 2.2171 -3.8900
H 3.9539 1.6136 4.8683
H 3.6024 -0.4240 -0.6515
H 3.2548 -3.4848 2.9328
H -2.2426 -5.8510 0.7494
H 4.4923 -2.3337 -1.3119
H -1.7829 1.7682 -2.4842
H 4.0822 -3.3880 -4.0125
H 1.6592 -3.7351 0.4328
H 5.6301 -2.8235 -3.4424
H -4.5896 -1.7023 -3.9551
H -7.5187 0.2709 1.8594
H -4.4013 -1.2235 4.4088
H -0.6880 -3.0580 3.4864
H -1.8721 -6.1731 -0.9497
H -1.9391 3.3376 -3.2311
H 6.1070 -4.8184 2.2491
H 4.7158 4.6103 0.2587
H -6.1788 -0.6846 2.1169
H -0.1460 -2.9584 5.1629
H -3.9819 0.5711 4.1306
H -3.5785 -0.1841 5.6004
H -0.9758 1.8115 4.0539
H -3.1637 -5.0899 -0.4360
H 1.2753 2.9935 -3.1907
```

Results
Total energy: -3900.52896 Ha
Kohn-Sham gap (alpha / beta): 8.370 / 8.346 eV
Spin multiplicity: 6
Charge: +1
HOMO level (alpha / beta): -10.38 / -10.38 eV
Molar mass: 846.90 g mol⁻¹
F_max: 3.98 eV/A



[6]
Computed, not measured: one molecule with the formula C17H16N4O3S, with wB97M-V/def2-TZVPD.

Geometry as XYZ:
```
41
C17H16N4O3S, DFT wB97M-V/def2-TZVPD
S -1.9385 -0.8468 -1.5871
O 1.2599 -4.1427 1.0041
O -0.6990 2.6261 -1.4592
O -0.7429 1.6984 -4.9154
N 0.7352 -1.2155 -1.8315
N -1.2447 1.3169 0.3357
N 0.8334 -2.1039 -0.8833
N -0.1841 0.1808 -3.3780
C 0.5397 2.7819 1.1681
C -0.3403 1.7175 1.3298
C 0.9957 -1.8210 0.3488
C 1.4619 -4.8310 2.1310
C 1.4104 3.1085 2.1898
C 2.3709 2.7855 4.4835
C -2.3700 0.9253 -1.7485
C -0.3303 0.9962 2.5205
C -2.3812 1.3063 -3.2162
C -0.2902 -0.6331 -2.2741
C 1.3874 -2.6933 2.6953
C 1.5485 -3.9954 3.2073
C 1.4293 2.3983 3.3849
C -1.0488 1.1055 -3.9107
C 1.2139 -2.8345 1.3350
C -1.3397 1.7378 -0.9476
C 0.5453 1.3373 3.5333
H 1.5275 -5.8984 2.0510
H 1.7069 -4.2750 4.2285
H 2.0527 3.7254 4.9347
H -3.1296 0.7131 -3.7492
H -3.3638 1.0346 -1.3068
H 0.7282 0.1621 -3.8228
H 0.5383 0.7702 4.4532
H -1.8241 0.5267 0.5944
H 0.5407 3.3412 0.2479
H 3.3768 2.9288 4.0934
H -2.6396 2.3611 -3.3317
H 0.9830 -0.7955 0.7286
H -1.0095 0.1641 2.6495
H 2.0909 3.9363 2.0553
H 2.3996 2.0255 5.2602
H 1.3995 -1.7716 3.2406
```

Results
Total energy: -1500.33235 Ha
Kohn-Sham gap: 8.571 eV
Spin multiplicity: 1
Charge: 0
SMILES: Cc1ccc(NC(=O)[C@H]2CC(=O)N/C(=N/N=C/c3ccco3)S2)cc1
HOMO level: -8.32 eV
Molar mass: 356.41 g mol⁻¹
F_max: 2.13 eV/A



Question: The lowest molar mass belongs to which entry?
Answer: C14H20FN2O3S